{"formula": "C20H21F3N8O3S", "method": "ωB97M-V/def2-TZVPD", "species": ["C", "N", "C", "O", "C", "C", "C", "C", "C", "C", "H", "H", "N", "C", "N", "C", "N", "H", "C", "C", "N", "C", "C", "N", "C", "N", "S", "O", "O", "C", "H", "H", "H", "C", "H", "H", "H", "H", "H", "H", "H", "C", "C", "N", "H", "C", "F", "F", "F", "H", "H", "H", "H", "H", "H", "H"], "positions_angstrom": [[2.02872, -6.87606, 0.15141], [1.37444, -5.58405, -0.38727], [0.23983, -5.05550, 0.20118], [-0.06201, -5.60618, 1.29465], [-0.02276, -3.90408, -0.40795], [-0.13838, -3.76339, -1.64440], [-0.69643, -2.64362, -2.03088], [-1.28757, -1.62422, -1.50171], [-1.38488, -1.93946, -0.11991], [-0.84807, -3.01961, 0.48875], [-1.12352, -3.38819, 1.44133], [-1.91440, -1.29504, 0.49086], [-1.63357, -0.38439, -1.94940], [-2.11720, 0.76701, -1.37599], [-1.64983, 0.95749, -0.19307], [-1.84211, 2.09597, 0.54621], [-1.30697, 2.38144, 1.81923], [-1.25107, 3.22237, 2.13618], [-0.84692, 1.34881, 2.29989], [0.26140, 0.49049, 1.75884], [0.68575, -0.68616, 2.09357], [1.37715, -1.57851, 1.63676], [1.95262, -1.06157, 0.34919], [1.74487, 0.09100, -0.00530], [1.01685, 0.99528, 0.24705], [0.85705, 2.35352, 0.01352], [1.38277, 3.64047, 1.08422], [1.09667, 3.20062, 2.25839], [0.32290, 4.55406, 0.71572], [2.90959, 4.10517, 0.63258], [2.84098, 4.55670, -0.51515], [3.33495, 4.75332, 1.21809], [3.47696, 3.20252, 0.55696], [1.26725, 2.49426, -1.33455], [0.90800, 3.49491, -1.55861], [0.32499, 1.81189, -2.02083], [2.25942, 2.37491, -1.79338], [2.57640, -1.70760, -0.01118], [1.67314, -2.40898, 2.00378], [-0.49753, 1.51778, 3.35009], [-1.52662, 0.55312, 2.83418], [-2.50606, 3.04486, -0.20265], [-2.60065, 2.81298, -1.64883], [-2.33318, 1.68246, -2.12328], [-3.03029, 3.55548, -2.46171], [-2.63973, 4.78057, 0.09414], [-2.34794, 4.98782, 1.44289], [-3.91073, 5.03053, 0.02536], [-2.07970, 5.56775, -0.81157], [-2.03106, -0.58436, -2.93660], [-0.73979, -2.33826, -3.36281], [0.21255, -4.40689, -2.48244], [1.71001, -5.09679, -1.32830], [2.05150, -7.64412, -0.54250], [3.10296, -6.58376, 0.44777], [1.37921, -7.24477, 1.11747]], "forces_ev_per_angstrom": [[-0.6, 3.0, 3.1], [1.6, -1.4, -2.2], [5.8, -7.6, 4.6], [-1.4, 1.9, -1.8], [-5.5, 3.9, 8.4], [1.5, -1.4, -7.2], [-0.8, 3.6, -12.1], [-0.2, 1.3, 7.1], [-0.4, 0.3, 1.1], [1.4, -1.0, -3.8], [0.2, 0.1, 1.0], [-1.2, 1.3, 1.1], [-2.1, -2.9, -5.7], [5.1, -5.4, 4.6], [-0.3, -0.1, 6.7], [-0.6, 1.6, -2.3], [-5.8, -0.7, -10.3], [0.4, 6.3, 2.1], [4.7, -12.0, 10.8], [2.4, 1.5, -5.9], [-7.1, 5.1, 6.8], [3.8, 5.1, -10.1], [-2.9, -5.5, 7.3], [5.0, 1.8, -7.0], [-6.8, 1.5, 11.5], [3.6, -0.8, -1.0], [-5.2, 3.7, -13.8], [0.1, -6.0, 15.6], [1.8, 1.9, -1.4], [-0.3, -1.7, -7.0], [0.0, -1.1, 3.1], [2.2, 3.7, 3.5], [0.7, -0.6, 0.0], [-4.6, 0.7, -4.6], [0.3, 0.4, -0.7], [3.4, 1.8, 1.8], [-0.1, -0.7, 0.9], [3.8, -3.3, -3.5], [1.7, -5.7, 3.2], [0.6, 0.5, -0.5], [-0.3, 0.7, -1.6], [0.3, 5.5, -3.2], [-2.1, 4.6, 2.1], [-3.3, 3.4, -8.3], [1.2, -0.9, 2.3], [-0.2, -5.0, 1.4], [0.8, 0.6, -1.8], [-2.2, 0.7, -0.3], [1.0, -0.2, 1.0], [1.0, 1.4, 1.8], [0.5, -1.5, 3.4], [-0.2, 0.1, 1.1], [-0.7, -2.0, 3.0], [0.0, -1.3, -1.6], [-1.7, -0.7, -0.2], [1.8, 1.3, -2.6]], "charge": 0, "relative_energy_kj_mol": 1984.3, "e_tot_ev": -58113.0726, "e_homo_ev": -7.0, "multiplicity": 1, "orbital_gap_ev": 7.08}